1.
Computed, not measured: a structure of composition C46H59BBrF2N3O5RbS, with ωB97M-V/def2-TZVPD.

```
119
Properties=species:S:1:pos:R:3:lowdin_charge:R:1
Rb 1.25 -0.71 0.18 1.29
C -3.57 0.27 -6.14 -0.06
C -3.63 1.20 -4.93 -0.56
C -4.87 0.83 -4.12 -0.07
C -3.80 2.65 -5.43 -0.06
C -2.35 1.09 -4.10 -0.20
C -2.36 0.80 -2.73 0.00
C -1.19 0.74 -1.97 -0.20
N -1.16 0.41 -0.61 0.01
C -2.21 0.56 0.21 -0.23
C -3.38 1.38 0.05 0.03
C -4.42 1.37 0.95 -0.18
C -4.37 0.52 2.07 -0.02
C -3.22 -0.20 2.37 -0.11
C -2.17 -0.11 1.47 -0.13
O -0.88 -0.61 1.84 0.06
C -3.11 -1.08 3.62 -0.51
C -4.43 -1.13 4.40 -0.08
C -2.04 -0.55 4.60 -0.03
C -2.76 -2.52 3.21 -0.03
C -5.65 2.26 0.77 -0.55
C -6.91 1.40 0.60 -0.05
C -5.82 3.15 2.01 -0.06
C -5.53 3.18 -0.45 -0.07
C 0.10 0.89 -2.61 -0.34
O 1.19 0.73 -1.90 -0.39
C 0.10 1.18 -4.00 -0.10
C -1.11 1.30 -4.69 -0.04
C 1.38 1.43 -4.83 -0.53
C 1.48 2.93 -5.14 -0.05
C 1.32 0.66 -6.16 -0.07
C 2.70 1.02 -4.16 -0.09
H -4.48 0.35 -6.74 0.07
H -3.46 -0.77 -5.81 0.09
H -2.72 0.50 -6.79 0.07
H -5.76 0.92 -4.75 0.08
H -5.00 1.50 -3.26 0.06
H -4.81 -0.19 -3.75 0.09
H -4.72 2.75 -6.03 0.07
H -2.95 2.95 -6.05 0.07
H -3.86 3.33 -4.58 0.09
H -3.29 0.56 -2.24 0.08
H -3.39 2.03 -0.80 0.09
H -5.23 0.46 2.73 0.08
H -4.70 -0.15 4.80 0.09
H -4.32 -1.83 5.24 0.08
H -5.25 -1.49 3.77 0.08
H -2.09 0.53 4.68 0.10
H -1.03 -0.83 4.28 0.07
H -2.19 -0.98 5.59 0.08
H -3.53 -2.92 2.55 0.09
H -2.71 -3.17 4.10 0.08
H -1.80 -2.57 2.70 0.08
H -7.07 0.75 1.47 0.07
H -6.81 0.76 -0.28 0.09
H -7.79 2.03 0.47 0.08
H -5.99 2.56 2.91 0.07
H -6.67 3.83 1.89 0.08
H -4.92 3.75 2.18 0.09
H -5.45 2.60 -1.37 0.06
H -4.66 3.83 -0.38 0.09
H -6.43 3.81 -0.52 0.08
H -1.09 1.57 -5.74 0.09
H 0.59 3.28 -5.67 0.07
H 2.36 3.15 -5.76 0.08
H 1.57 3.50 -4.21 0.09
H 0.53 1.02 -6.82 0.07
H 1.13 -0.40 -5.97 0.09
H 2.27 0.75 -6.70 0.07
H 2.86 1.59 -3.25 0.04
H 3.52 1.19 -4.86 0.08
H 2.69 -0.04 -3.88 0.08
C 2.19 -3.23 -1.79 -0.05
O 2.02 -3.20 -0.37 -0.19
C 2.98 -3.78 0.39 -0.21
C 3.91 -4.69 -0.09 -0.05
C 4.85 -5.22 0.80 -0.67
Br 6.11 -6.48 0.13 0.72
C 4.90 -4.84 2.12 -0.07
C 3.97 -3.91 2.59 -0.07
C 2.98 -3.44 1.75 -0.18
O 1.96 -2.65 2.18 0.02
C 4.11 -3.38 3.96 -0.27
N 4.56 -4.04 4.99 0.18
C 4.59 -3.11 6.02 -0.22
C 4.99 -3.26 7.35 -0.02
C 4.93 -2.15 8.17 -0.10
C 4.47 -0.91 7.70 -0.10
C 4.06 -0.74 6.39 -0.02
C 4.13 -1.87 5.57 -0.18
N 3.79 -2.07 4.25 0.16
H 1.98 -4.23 -2.18 0.10
H 3.20 -2.93 -2.06 0.11
H 1.48 -2.52 -2.20 0.10
H 3.92 -4.98 -1.12 0.10
H 5.65 -5.21 2.79 0.11
H 1.99 -2.56 3.14 0.11
H 5.34 -4.22 7.70 0.11
H 5.23 -2.24 9.21 0.10
H 4.44 -0.07 8.38 0.10
H 3.70 0.21 6.03 0.11
H 3.65 -1.35 3.56 0.17
F 1.19 -0.06 2.75 0.14
B -0.08 0.29 2.41 -0.99
F -0.40 1.53 2.74 0.28
O 3.69 -0.06 0.48 -0.70
S 3.73 0.82 -0.74 0.92
C 5.42 0.68 -1.44 -0.29
C 6.24 1.89 -0.99 -0.23
C 5.25 3.05 -0.93 -0.24
C 4.07 2.51 -0.14 -0.29
H 5.31 0.64 -2.52 0.08
H 5.79 -0.28 -1.08 0.09
H 7.07 2.09 -1.68 0.11
H 6.67 1.71 0.00 0.11
H 4.94 3.32 -1.94 0.12
H 5.68 3.94 -0.46 0.11
H 3.15 3.10 -0.24 0.10
H 4.30 2.36 0.92 0.10
```

Summary:
LUMO = 1.730 eV
gap between HOMO and LUMO = 4.1849 eV
energy relative to the best compared isomer or geometry (same formula, charge and spin) = 23.9 kcal per mole
total charge = -1
M = 980.2 g mol⁻¹


2.
Computed, not measured: a structure of composition C46H60ClHfNO2P3Si, with ωB97M-V/def2-TZVPD.

```
115
Properties=species:S:1:pos:R:3:lowdin_charge:R:1
Hf -0.14 0.60 -0.64 0.97
C 4.02 -0.57 -2.46 -0.15
C 4.21 -0.28 -0.93 -0.44
C 4.57 1.24 -0.78 -0.12
P 2.53 -0.79 -0.07 1.04
C 2.42 -2.64 0.07 -0.53
C 2.98 -3.30 1.33 -0.07
C 2.83 -3.39 -1.21 -0.12
C 2.89 -0.30 1.69 -0.40
C 4.19 -0.15 2.23 -0.07
C 4.39 0.45 3.50 -0.07
C 3.31 0.74 4.29 -0.08
C 2.05 0.34 3.85 -0.08
C 1.81 -0.11 2.55 -0.33
Si 0.09 -0.35 1.88 0.55
C -0.40 -2.10 2.18 -0.31
C 0.11 -2.83 3.23 -0.11
C -0.24 -4.16 3.42 -0.06
C -1.18 -4.75 2.59 -0.06
C -1.63 -3.99 1.52 -0.08
C -1.26 -2.67 1.21 -0.34
P -1.83 -1.81 -0.35 1.08
C -2.07 -3.25 -1.50 -0.50
C -2.90 -2.96 -2.81 -0.07
C -0.69 -3.88 -1.86 -0.09
C -3.58 -1.16 0.15 -0.32
C -4.06 -0.30 -1.06 -0.35
C -3.67 -0.43 1.53 -0.06
C -1.01 0.78 2.94 -0.31
C -1.62 0.45 4.14 -0.12
C -2.04 1.39 5.09 -0.05
C -1.98 2.76 4.74 -0.06
C -1.41 3.14 3.55 -0.10
C -0.93 2.18 2.63 -0.34
P -0.26 2.79 1.04 1.05
C 1.33 3.88 1.11 -0.47
C 1.25 5.06 2.13 -0.09
C 2.48 2.96 1.51 -0.13
C -1.75 3.86 0.38 -0.51
C -2.35 5.06 1.08 -0.10
C -1.52 4.27 -1.05 -0.13
H 4.97 -0.33 -2.99 0.09
H 3.30 0.07 -2.91 0.01
H 3.88 -1.55 -2.83 0.04
H 4.96 -0.91 -0.55 0.08
H 3.76 1.89 -1.11 0.01
H 5.41 1.53 -1.42 0.08
H 4.94 1.53 0.24 0.08
H 1.37 -2.87 0.06 0.04
H 3.99 -2.94 1.56 0.08
H 3.13 -4.32 1.21 0.05
H 2.36 -3.19 2.26 0.08
H 3.90 -3.40 -1.28 0.07
H 2.45 -2.99 -2.13 0.04
H 2.57 -4.45 -1.06 0.10
H 5.09 -0.29 1.67 0.09
H 5.37 0.69 3.85 0.11
H 3.50 1.27 5.22 0.11
H 1.18 0.46 4.54 0.12
H 0.83 -2.46 3.91 0.09
H 0.16 -4.79 4.23 0.12
H -1.46 -5.74 2.73 0.09
H -2.36 -4.58 0.97 0.09
H -2.64 -4.01 -0.86 0.10
H -2.37 -2.25 -3.44 0.05
H -3.88 -2.62 -2.54 0.05
H -2.90 -3.83 -3.45 0.08
H 0.20 -3.70 -1.23 0.04
H -0.33 -3.42 -2.93 0.13
H -0.78 -4.88 -2.10 0.04
H -4.28 -2.06 0.09 0.14
H -3.65 1.66 -1.72 0.14
H -5.78 0.46 -1.49 0.12
H -4.21 -0.95 -1.92 0.11
H -2.82 0.17 1.54 0.00
H -3.54 -1.01 2.46 0.09
H -4.58 0.23 1.55 0.11
H -1.68 -0.57 4.51 0.11
H -2.57 1.10 6.01 0.12
H -2.35 3.51 5.41 0.10
H -1.30 4.18 3.29 0.08
H 1.36 4.28 0.11 0.09
H 1.36 4.67 3.16 0.09
H 0.36 5.64 2.07 0.04
H 2.13 5.70 1.98 0.09
H 2.35 2.73 2.55 0.07
H 3.39 3.40 1.26 0.07
H 2.48 2.01 1.01 0.02
H -2.43 3.03 0.41 0.07
H -1.74 5.92 0.96 0.07
H -2.55 4.95 2.14 0.06
H -3.30 5.27 0.56 0.09
H -1.26 3.40 -1.66 0.04
H -0.77 5.03 -1.13 0.08
H -2.53 4.63 -1.37 0.10
O -5.24 0.37 -0.68 -0.02
C -3.06 0.79 -1.53 -0.32
O -2.07 1.05 -0.60 -0.42
C -2.41 0.45 -2.86 -0.23
C -3.22 0.53 -4.02 0.01
C -2.63 0.32 -5.21 0.02
C -1.29 -0.15 -5.24 -0.14
C -0.62 -0.53 -6.41 -0.03
C 0.69 -0.95 -6.39 -0.06
C 1.41 -1.14 -5.20 -0.06
C 0.75 -0.87 -4.03 -0.06
C -0.57 -0.28 -3.99 -0.19
N -1.15 0.13 -2.81 0.04
H -4.21 0.96 -3.97 0.13
H -3.08 0.54 -6.17 0.13
H -1.21 -0.46 -7.30 0.11
H 1.24 -1.16 -7.37 0.13
H 2.43 -1.51 -5.23 0.12
H 1.24 -1.10 -3.13 0.05
Cl 1.35 1.90 -2.08 0.08
```

Summary:
LUMO = -2.712 eV
gap between HOMO and LUMO = 7.2347 eV
energy relative to the best compared isomer or geometry (same formula, charge and spin) = 24.1 kcal per mole
total charge = +1
M = 993.9 g mol⁻¹


3.
Computed, not measured: a structure of composition C46H60N3O4PRbSbSi2, with ωB97M-V/def2-TZVPD.

```
118
Properties=species:S:1:pos:R:3:lowdin_charge:R:1
Rb -18.53 -7.15 11.70 0.59
O -18.10 -4.86 15.82 0.04
C -19.24 -4.81 16.48 -0.30
C -19.41 -3.90 17.50 -0.03
C -20.56 -3.88 18.33 -0.11
C -21.56 -4.82 18.07 -0.13
C -21.46 -5.66 16.96 -0.04
C -20.32 -5.70 16.16 -0.07
C -20.18 -6.68 15.07 -0.46
O -19.10 -6.60 14.34 -0.24
N -21.17 -7.53 14.99 0.06
N -21.02 -8.61 14.14 0.01
C -21.76 -8.66 13.10 -0.13
C -22.65 -7.63 12.51 -0.16
C -23.97 -7.36 12.88 -0.08
C -24.76 -6.39 12.28 -0.16
C -24.19 -5.60 11.28 -0.13
C -22.87 -5.84 10.89 -0.04
C -22.12 -6.92 11.41 -0.43
O -20.97 -7.26 10.89 -0.38
H -18.28 -5.58 15.11 0.06
H -18.64 -3.16 17.66 0.10
H -20.66 -3.18 19.13 0.08
H -22.47 -4.82 18.64 0.07
H -22.30 -6.27 16.64 0.10
H -21.67 -9.58 12.51 0.11
H -24.35 -7.86 13.75 0.09
H -25.77 -6.24 12.67 0.08
H -24.74 -4.75 10.82 0.09
H -22.46 -5.29 10.05 0.10
N -18.11 -9.32 15.03 0.13
C -17.04 -10.15 15.16 -0.34
C -17.24 -11.53 15.37 -0.05
C -16.18 -12.40 15.39 -0.13
C -14.87 -11.97 15.32 -0.13
C -14.64 -10.62 15.09 -0.10
C -15.70 -9.70 15.04 -0.29
P -15.45 -7.95 14.53 1.12
C -13.76 -7.84 13.90 -0.40
C -12.64 -8.08 14.70 -0.12
C -11.36 -7.87 14.18 -0.08
C -11.21 -7.45 12.84 -0.09
C -12.33 -7.36 12.01 -0.07
C -13.60 -7.57 12.55 -0.10
C -15.40 -6.99 16.09 -0.37
C -14.61 -5.84 16.13 -0.09
C -14.70 -5.01 17.24 -0.10
C -15.55 -5.32 18.29 -0.10
C -16.37 -6.46 18.22 -0.09
C -16.28 -7.30 17.13 -0.10
H -19.04 -9.62 14.78 0.07
H -17.98 -8.33 14.78 0.02
H -18.26 -11.88 15.49 0.11
H -16.40 -13.45 15.55 0.09
H -14.06 -12.69 15.33 0.09
H -13.61 -10.28 14.92 0.09
H -12.81 -8.44 15.73 0.12
H -10.53 -8.09 14.84 0.09
H -10.22 -7.19 12.49 0.09
H -12.18 -7.04 10.96 0.10
H -14.44 -7.42 11.89 0.07
H -13.93 -5.63 15.28 0.11
H -14.19 -4.07 17.21 0.09
H -15.66 -4.63 19.13 0.10
H -17.11 -6.72 18.98 0.11
H -16.93 -8.19 17.06 0.11
O -14.19 -7.08 8.52 0.02
C -15.11 -7.58 8.92 0.02
C -15.21 -4.43 11.55 -0.19
Si -16.12 -3.35 10.23 0.34
C -16.73 -2.00 11.45 -0.20
C -14.75 -2.56 9.24 -0.21
C -17.50 -4.17 9.41 -0.37
Si -18.13 -3.90 7.73 0.30
C -19.05 -5.42 7.06 -0.20
C -19.24 -2.43 7.38 -0.22
C -16.67 -3.60 6.54 -0.21
H -14.41 -3.88 12.03 0.02
H -14.80 -5.30 11.10 -0.03
H -15.91 -4.63 12.32 0.00
H -15.96 -1.32 11.82 0.01
H -17.06 -2.54 12.33 0.01
H -17.59 -1.41 11.08 0.02
H -14.00 -2.27 9.98 0.02
H -15.10 -1.68 8.73 0.01
H -14.25 -3.22 8.55 0.01
H -18.36 -4.28 10.08 -0.05
H -19.83 -5.75 7.78 0.02
H -18.33 -6.25 6.94 0.01
H -19.53 -5.27 6.08 0.02
H -20.17 -2.47 7.96 0.02
H -19.48 -2.35 6.30 0.02
H -18.70 -1.52 7.69 0.01
H -16.00 -4.47 6.40 0.02
H -16.03 -2.77 6.91 0.01
H -17.04 -3.27 5.58 0.00
C -21.29 -12.34 8.06 -0.19
C -20.29 -11.77 9.05 -0.45
Sb -19.52 -9.73 8.95 1.42
C -21.18 -8.71 8.12 -0.46
C -21.43 -8.76 6.60 -0.17
C -18.30 -9.87 7.14 -0.44
C -18.42 -11.10 6.22 -0.19
H -21.48 -13.41 8.20 0.06
H -20.98 -12.21 7.03 0.04
H -22.25 -11.84 8.15 0.06
H -19.37 -12.36 9.07 0.02
H -20.65 -11.81 10.06 0.01
H -21.05 -7.72 8.52 -0.01
H -22.07 -9.13 8.62 0.06
H -20.52 -8.56 6.03 0.04
H -22.15 -7.98 6.38 0.06
H -21.86 -9.73 6.36 0.05
H -17.31 -9.79 7.55 0.00
H -18.47 -8.92 6.63 0.02
H -18.26 -12.00 6.82 0.05
H -17.65 -11.09 5.43 0.06
H -19.37 -11.20 5.70 0.05
```

Summary:
LUMO = 3.610 eV
gap between HOMO and LUMO = 5.0493 eV
energy relative to the best compared isomer or geometry (same formula, charge and spin) = 19.7 kcal per mole
total charge = -2
M = 1013.4 g mol⁻¹


4.
Computed, not measured: a structure of composition C46H62Cl4InN10O8, with ωB97M-V/def2-TZVPD.

```
131
Properties=species:S:1:pos:R:3:lowdin_charge:R:1
In -2.33 4.53 -2.36 1.13
Cl -0.65 1.83 -5.75 0.71
O -1.29 0.52 -5.62 -0.23
O -1.42 2.51 -4.62 -0.33
O 0.72 1.81 -5.52 -0.25
O -0.92 2.43 -7.01 -0.23
Cl -1.10 0.31 -0.63 0.66
O -2.02 -0.62 -1.22 -0.31
O -1.14 1.51 -1.45 -0.37
O -1.46 0.68 0.73 -0.34
O 0.27 -0.19 -0.74 -0.31
N 1.20 -4.69 -0.70 0.08
C 0.30 -3.84 -0.22 -0.16
C -1.01 -3.79 -0.71 -0.08
C -1.43 -4.71 -1.67 -0.10
C -0.49 -5.63 -2.14 -0.06
C 0.80 -5.53 -1.63 -0.14
H 0.64 -3.16 0.57 0.11
H -1.72 -3.10 -0.26 0.08
H -2.46 -4.69 -2.00 0.11
H -0.74 -6.37 -2.89 0.11
H 1.55 -6.17 -2.07 0.11
N 2.73 0.64 4.23 0.06
C 2.01 0.04 3.28 -0.15
C 0.71 -0.43 3.48 -0.07
C 0.15 -0.19 4.73 -0.11
C 0.88 0.45 5.71 -0.08
C 2.19 0.80 5.44 -0.15
H 2.50 -0.05 2.30 0.09
H 0.11 -0.90 2.72 0.09
H -0.87 -0.51 4.90 0.10
H 0.45 0.60 6.72 0.12
H 2.84 1.26 6.19 0.11
N 4.35 -1.00 0.31 0.08
C 3.38 -1.24 -0.55 -0.16
C 3.64 -1.36 -1.91 -0.07
C 4.92 -1.19 -2.38 -0.07
C 5.95 -0.88 -1.49 -0.05
C 5.61 -0.76 -0.14 -0.11
H 2.37 -1.45 -0.21 0.08
H 2.88 -1.60 -2.65 0.04
H 5.14 -1.35 -3.42 0.11
H 6.97 -0.70 -1.75 0.10
H 6.36 -0.44 0.60 0.11
N -4.64 3.85 -0.56 0.03
C -4.44 2.83 0.27 -0.15
C -5.40 2.26 1.11 -0.02
C -6.73 2.79 1.13 -0.01
C -6.92 3.84 0.24 -0.05
C -5.89 4.33 -0.55 -0.12
H -3.42 2.42 0.32 0.08
H -5.04 1.46 1.75 0.10
H -7.52 2.45 1.77 0.11
H -7.91 4.28 0.18 0.12
H -6.14 5.13 -1.21 0.11
N 4.29 6.44 1.79 0.05
C 5.46 5.94 2.24 -0.15
C 5.82 4.63 2.09 -0.07
C 4.91 3.72 1.50 -0.05
C 3.70 4.26 1.04 -0.11
C 3.42 5.60 1.23 -0.17
H 6.08 6.71 2.72 0.11
H 6.80 4.34 2.48 0.11
H 5.19 2.68 1.42 0.10
H 2.93 3.66 0.53 0.09
H 2.46 5.98 0.82 0.11
C 0.11 -2.19 -3.86 -0.97
Cl -1.24 -3.13 -4.51 0.59
Cl 1.64 -2.23 -4.83 0.54
H -0.13 -1.15 -3.87 -0.01
H 0.29 -2.53 -2.84 0.01
C -2.02 2.58 3.76 -0.08
C -0.68 3.31 3.76 -0.22
C 0.02 3.21 2.41 -0.18
C -0.65 3.77 1.26 -0.17
N -1.29 4.18 0.36 0.14
H -2.55 2.78 4.69 0.08
H -1.82 1.51 3.75 0.05
H -2.68 2.87 2.95 0.06
H 0.00 2.85 4.48 0.10
H -0.77 4.37 3.99 0.12
H 0.21 2.17 2.12 0.11
H 0.95 3.77 2.48 0.12
C 4.42 3.57 -2.77 -0.09
C 3.64 2.46 -3.45 -0.21
C 2.38 2.13 -2.60 -0.18
C 1.31 3.11 -2.54 -0.20
N 0.52 3.95 -2.59 0.14
H 4.91 3.17 -1.88 0.07
H 3.76 4.39 -2.43 0.08
H 5.21 4.03 -3.35 0.07
H 4.17 1.52 -3.57 0.10
H 3.20 2.73 -4.40 0.11
H 2.60 1.93 -1.53 0.12
H 1.90 1.22 -3.00 0.12
C 3.46 -4.09 1.89 -0.11
C 2.46 -5.18 2.38 -0.22
C 2.80 -6.59 1.75 -0.19
C 4.00 -7.21 2.29 -0.25
N 4.90 -7.70 2.80 0.14
H 3.40 -3.22 2.55 0.06
H 3.21 -3.70 0.90 0.03
H 4.51 -4.39 1.93 0.08
H 1.44 -4.93 2.06 0.08
H 2.41 -5.23 3.47 0.10
H 2.95 -6.37 0.70 0.10
H 2.03 -7.36 1.84 0.12
C -2.70 -3.09 2.75 -0.08
C -3.71 -1.94 2.70 -0.22
C -4.40 -1.76 1.30 -0.18
C -5.28 -2.87 1.00 -0.25
N -6.03 -3.72 0.82 0.16
H -1.93 -2.95 1.98 0.05
H -3.19 -4.00 2.42 0.08
H -2.27 -3.21 3.74 0.07
H -3.24 -0.96 2.86 0.09
H -4.53 -2.09 3.38 0.11
H -3.61 -1.72 0.55 0.08
H -5.03 -0.88 1.26 0.09
C -5.37 -1.51 -2.47 -0.08
C -5.19 -1.14 -3.96 -0.23
C -3.97 -0.29 -4.19 -0.20
C -3.94 1.02 -3.58 -0.15
N -3.95 2.11 -3.12 0.15
H -6.26 -2.11 -2.37 0.07
H -5.57 -0.59 -1.90 0.08
H -4.48 -2.08 -2.19 0.07
H -6.03 -0.56 -4.36 0.12
H -5.06 -2.02 -4.58 0.11
H -3.74 -0.15 -5.25 0.13
H -3.10 -0.83 -3.81 0.09
```

Summary:
LUMO = -9.745 eV
gap between HOMO and LUMO = 1.8294 eV
energy relative to the best compared isomer or geometry (same formula, charge and spin) = 0.0 kcal per mole
total charge = +1
M = 1139.7 g mol⁻¹


- Among the records above, which one has the lowest total charge?
  C46H60N3O4PRbSbSi2


- Which of these has the lowest gap between HOMO and LUMO?
  C46H62Cl4InN10O8


- Among the records above, which one has the highest M?
  C46H62Cl4InN10O8


- Among the records above, which one has the lowest M?
  C46H59BBrF2N3O5RbS